[1]
The following is a DFT calculation (ωB97M-V/def2-TZVPD) of C5H9NO3S in the gas phase.

Calculated values
- Energy relative to the best compared isomer or geometry (same formula, charge and spin): 3.836 eV
- Frontier orbital gap (alpha / beta): 4.17 / 4.28 eV
- Multiplicity: 3
- HOMO energy (alpha / beta): -4.4 / -8.7 eV

The geometry in XYZ format:
```
19
Properties=species:S:1:pos:R:3:forces:R:3
C -1.64262 1.13630 0.62858 2.6 -1.1 0.4
C -0.00071 -0.55129 -0.32162 -1.2 -1.3 -0.3
C -1.33161 -0.41656 0.49820 0.6 2.4 -0.8
C 0.87035 0.59281 0.05216 0.8 0.6 -2.4
C 2.10499 0.78919 -0.82003 1.5 -3.0 -2.7
N 0.68870 -1.86276 -0.06643 -2.5 4.0 0.1
O 0.88592 -2.57887 -1.00784 1.0 -2.8 -3.6
O 1.09455 -2.01189 1.08344 1.1 -0.2 3.3
O -2.33396 -1.09506 -0.12203 -4.0 0.7 0.2
S -0.17894 2.05310 -0.09829 -1.0 0.2 -0.1
H -2.53766 1.55615 0.27466 -1.2 0.3 -0.8
H -1.53459 1.38441 1.67605 -0.1 0.3 0.4
H -0.25520 -0.51593 -1.43631 0.3 -0.1 1.5
H -1.32272 -0.74075 1.49551 1.2 -0.7 1.5
H 1.17639 0.66444 1.05857 0.4 -0.7 1.7
H 2.01280 0.86184 -2.00897 -0.6 0.2 2.7
H 2.83136 -0.15642 -0.79399 -1.7 1.8 0.5
H 2.64973 1.61096 -0.44856 0.8 1.0 0.2
H -3.17679 -0.71966 0.35691 2.0 -1.7 -1.7
```
Positions in Å, forces in eV/Å.

***

[2]
The following is a DFT calculation (ωB97M-V/def2-TZVPD) of a molecular structure, C18H19N3O8SV.

Calculated values
- Energy relative to the best compared isomer or geometry (same formula, charge and spin): 0.868 eV
- Frontier orbital gap (alpha / beta): 8.29 / 9.18 eV
- Multiplicity: 3
- Net charge: +1
- HOMO energy (alpha / beta): -11.4 / -12.5 eV

The geometry in XYZ format:
```
50
Properties=species:S:1:pos:R:3:forces:R:3
V -0.00351 0.15145 -0.24477 -1.4 -0.8 2.6
O -0.06966 -3.89059 2.03363 0.0 -0.3 0.0
C 0.09024 -3.02258 1.05828 0.1 0.3 -0.1
O -0.05822 -1.82257 1.20277 0.0 0.0 -0.2
C 0.45034 -3.68826 -0.25205 0.1 0.1 0.0
O 0.73753 -2.75424 -1.25061 0.0 0.0 0.0
C 2.09242 -2.31257 -1.29394 0.0 0.3 0.1
C 2.30492 -1.27453 -0.18451 0.7 -0.9 -0.2
O 2.88307 -1.54604 0.84391 0.0 0.2 -0.3
O 1.75259 -0.10733 -0.45027 2.6 -0.3 0.0
H -0.29103 -3.45255 2.86638 0.0 0.2 0.0
H 1.27529 -4.38542 -0.07867 0.0 0.0 0.0
H -0.41880 -4.26237 -0.58022 0.0 -0.1 0.0
H 2.78796 -3.14240 -1.16348 0.0 0.0 0.0
H 2.22125 -1.84665 -2.26928 0.0 -0.1 0.0
O -1.90513 -1.52664 -3.30304 -0.1 -0.1 0.1
C -1.59171 -1.00412 -2.26907 0.0 0.1 -0.1
N -0.53308 -0.17098 -1.99103 -0.4 -0.5 -2.1
C 0.16198 0.56643 -2.93759 -0.1 -0.1 -0.2
O 0.43000 0.27700 -4.07022 0.0 0.1 0.0
C 0.47309 1.90096 -2.30144 0.0 0.2 -0.1
C 0.92595 3.00081 -2.99973 0.0 -0.1 -0.1
C 1.00152 4.21814 -2.33901 0.0 -0.1 0.1
C 0.59005 4.29047 -1.01511 0.0 0.1 -0.1
C 0.17262 3.13815 -0.37466 0.1 0.0 0.0
N 0.13945 1.95650 -0.99771 0.4 1.8 -0.8
C -2.43478 -1.04051 -1.01206 -0.2 0.0 -0.1
C -3.63818 -1.71176 -0.94421 0.0 0.0 0.0
C -4.41040 -1.57406 0.20006 0.1 0.1 0.0
C -3.93186 -0.78153 1.23367 -0.1 0.0 -0.1
C -2.70150 -0.16382 1.09858 0.0 0.1 0.0
N -1.96146 -0.27251 -0.00968 -1.9 -0.5 0.3
H 1.19388 2.88719 -4.04105 0.0 0.0 0.0
H 1.35942 5.10089 -2.85090 0.0 0.0 0.0
H 0.59682 5.23227 -0.48523 0.0 0.0 0.0
H -0.14451 3.14085 0.65850 0.0 0.0 0.0
H -3.95025 -2.30609 -1.79196 0.0 0.0 0.0
H -5.37204 -2.06249 0.27895 0.0 0.0 0.0
H -4.51299 -0.63366 2.13271 0.0 0.0 0.0
H -2.28720 0.44400 1.89094 0.0 0.0 0.0
C 1.08471 1.23734 3.99126 -0.1 -0.3 -0.2
S 1.34281 0.52143 2.34957 0.6 0.9 1.3
C 2.57406 1.74586 1.84544 -0.1 -0.2 0.0
O 0.04827 0.93144 1.63703 -0.2 0.3 0.0
H 0.80414 2.28325 3.88273 0.0 0.0 0.0
H 1.99760 1.13674 4.57618 0.0 0.0 -0.1
H 0.27974 0.68275 4.46950 0.0 0.0 0.0
H 3.46133 1.59856 2.46021 0.0 0.0 0.0
H 2.15734 2.74123 1.98655 0.0 0.0 0.1
H 2.82588 1.57256 0.80464 0.0 -0.1 0.0
```
Positions in Å, forces in eV/Å.

***

[3]
The following is a DFT calculation (ωB97M-V/def2-TZVPD) of a molecular structure, C25H33O2SSc.

Calculated values
- Energy relative to the best compared isomer or geometry (same formula, charge and spin): 0.411 eV
- Frontier orbital gap: 6.85 eV
- HOMO energy: -6.6 eV

The geometry in XYZ format:
```
62
Properties=species:S:1:pos:R:3:forces:R:3
O 0.30008 -0.25419 -4.55435 0.1 0.8 -3.4
C 0.06110 1.09365 -5.10948 0.1 0.7 0.6
C -0.02807 0.68275 -6.55859 0.3 -0.6 0.7
H 0.89526 1.76389 -4.88263 -0.2 -0.1 0.0
H -0.87698 1.52495 -4.74239 0.2 -0.1 0.2
C 0.12152 -0.73932 -5.95234 0.2 -0.7 -0.7
H 0.82449 1.04140 -7.13859 -0.2 -0.2 -0.2
H -0.98908 0.92424 -7.01236 0.2 -0.2 -0.2
C 1.39151 -1.48564 -6.31946 -0.2 -0.1 -0.1
H 2.26127 -0.84465 -6.14151 -0.1 -0.1 0.0
H 1.41268 -1.80717 -7.37073 -0.1 0.1 0.3
H 1.44866 -2.36649 -5.66784 0.2 0.1 -0.2
C -1.14328 -1.58292 -6.07959 0.1 -0.2 0.0
H -2.03928 -1.03398 -5.76955 0.2 0.0 0.1
H -1.03723 -2.48654 -5.47146 -0.1 0.1 0.0
H -1.32774 -1.90511 -7.11461 0.3 0.2 0.2
Sc -0.27484 -0.57503 1.75165 1.1 2.3 -0.1
C -2.20330 -0.99535 3.12467 -0.6 0.7 -0.4
C -1.82952 0.36508 3.29204 -0.9 -0.1 -0.4
C -1.98114 1.03415 2.03498 -1.0 -0.7 0.0
H -1.56380 0.82853 4.23597 0.2 -0.1 -0.3
C -2.46172 0.07413 1.08857 -0.5 0.3 0.9
C -2.59690 -1.18229 1.76249 0.0 0.4 0.1
H -3.01153 -2.09295 1.33908 0.3 0.2 0.0
H -2.24596 -1.73903 3.91624 0.1 0.2 -0.3
H -1.83697 2.09433 1.85087 0.2 -0.3 0.1
H -2.77308 0.28750 0.06766 0.3 -0.1 0.2
C 0.88467 -1.90120 3.33943 0.4 -0.6 -0.7
C 0.14153 -2.79549 2.49732 0.9 0.1 -0.2
C 0.63257 -2.66192 1.15930 0.6 -0.1 0.8
H -0.62441 -3.49672 2.82525 0.1 0.4 -0.1
C 1.70599 -1.69984 1.17919 0.1 -0.8 0.8
C 1.86059 -1.23882 2.52384 0.2 -1.4 -0.3
H 2.65608 -0.59432 2.87751 -0.5 0.0 -0.2
H 0.77759 -1.79804 4.42085 -0.1 0.1 -0.5
H 0.32760 -3.26020 0.30288 0.0 0.3 0.2
H 2.34595 -1.43659 0.33846 -0.4 0.1 0.3
O 0.59167 0.51950 -0.39702 -0.9 -0.1 0.4
C -0.15580 -0.38549 -1.26293 0.2 -0.3 0.2
C -0.73068 0.45733 -2.37565 -0.7 0.4 0.2
H -0.93897 -0.95753 -0.71120 0.4 0.5 -0.1
H 0.55911 -1.13339 -1.62668 -0.1 0.2 -0.1
C 0.27124 1.64724 -2.42759 -0.1 -0.6 0.0
H -1.73796 0.84259 -2.15826 0.2 0.0 0.4
H -0.81347 -0.14561 -3.28878 -0.1 0.5 0.9
C 0.48871 1.86675 -0.95168 -0.2 -0.1 0.5
H -0.13286 2.53384 -2.92969 0.1 -0.2 0.2
H 1.20201 1.32415 -2.93035 -0.4 0.2 0.4
H -0.39082 2.38709 -0.52939 0.4 -0.2 0.1
H 1.39479 2.39720 -0.65551 -0.1 -0.1 -0.1
S 1.08640 1.73607 2.96076 -0.1 -0.1 -2.3
C 1.01079 1.63587 4.65078 0.0 0.1 2.0
C 1.91774 0.83694 5.39703 -0.7 0.3 -0.1
C 1.80946 0.75411 6.77985 -0.2 0.1 0.3
C 0.83322 1.48246 7.47342 -0.1 0.2 -0.4
C -0.03729 2.31230 6.74909 0.3 -0.1 0.2
C 0.06076 2.41504 5.36682 0.4 -0.8 0.0
H 2.67845 0.27021 4.86487 -0.1 0.1 0.1
H 2.48613 0.10482 7.33914 -0.1 0.2 -0.2
H 0.76034 1.42821 8.56006 0.0 -0.1 -0.3
H -0.80673 2.88061 7.26815 0.2 0.0 0.0
H -0.61056 3.04891 4.79203 0.1 -0.1 0.1
```
Positions in Å, forces in eV/Å.